1.
{"formula": "C25H45BrClLuP", "method": "ωB97M-V/def2-TZVPD", "lumo_ev": [2.64, 2.64], "orbital_gap_ev": [6.29, 5.07], "multiplicity": 1, "homo_energy_ha": [-0.134, -0.089], "total_charge": -1, "species": ["Lu", "P", "Cl", "C", "H", "H", "C", "C", "C", "H", "C", "H", "H", "C", "H", "H", "C", "H", "H", "C", "H", "H", "H", "H", "C", "C", "H", "C", "H", "H", "C", "H", "H", "C", "H", "H", "C", "H", "H", "H", "H", "C", "H", "C", "H", "H", "C", "H", "H", "C", "H", "H", "C", "H", "H", "H", "H", "C", "C", "H", "C", "H", "C", "H", "H", "C", "H", "H", "C", "H", "H", "H", "H", "Br"], "coordinates": [[-0.26464, -0.28498, 0.82129], [0.94246, -1.35196, -1.65566], [-2.51988, -1.18316, 0.41227], [-0.60612, 0.25148, 2.98436], [-1.40689, -0.47382, 3.24146], [0.26429, 0.22645, 3.64277], [-0.01590, -1.32215, -3.24545], [1.15899, -3.11043, -1.04261], [-1.36202, -2.04993, -3.10418], [-0.22949, -0.23842, -3.33873], [-2.23740, -1.83072, -4.35407], [-1.18639, -3.12927, -2.97230], [-1.90140, -1.71018, -2.20474], [-1.50598, -2.16278, -5.65858], [-3.14232, -2.44310, -4.26842], [-2.55416, -0.78045, -4.37350], [-0.12376, -1.50759, -5.74349], [-1.39190, -3.25267, -5.74080], [-2.11635, -1.84767, -6.51263], [0.72804, -1.78137, -4.49600], [0.40667, -1.86854, -6.63236], [-0.24545, -0.42397, -5.85534], [0.93565, -2.85876, -4.42447], [1.69496, -1.27640, -4.59880], [2.66999, -0.72876, -2.00054], [1.36718, -4.18535, -2.10595], [2.07393, -3.01993, -0.43107], [1.82583, -5.47043, -1.40344], [0.42157, -4.36935, -2.63911], [2.10717, -3.88576, -2.85932], [0.83118, -5.93559, -0.33238], [1.97330, -6.26143, -2.14678], [2.79980, -5.28148, -0.93241], [0.41097, -4.82223, 0.63081], [-0.06621, -6.32296, -0.83164], [1.26084, -6.76737, 0.23461], [0.01632, -3.52577, -0.10099], [-0.42586, -5.15688, 1.25561], [1.24313, -4.58508, 1.30848], [-0.90749, -3.68780, -0.67701], [-0.21427, -2.75990, 0.66911], [2.64908, 0.58296, -2.80032], [3.01121, -0.48683, -0.97410], [4.06814, 1.15540, -2.93303], [2.23033, 0.41688, -3.80440], [1.98933, 1.30686, -2.29900], [5.08752, 0.13308, -3.44804], [4.04653, 2.02137, -3.60287], [4.38734, 1.51567, -1.94635], [5.04756, -1.19178, -2.67748], [4.89645, -0.06680, -4.51031], [6.09634, 0.55562, -3.38645], [3.63353, -1.77068, -2.57215], [5.70414, -1.92550, -3.15997], [5.43222, -1.03409, -1.66134], [3.29619, -2.09854, -3.56784], [3.66034, -2.66294, -1.93331], [-0.28501, 1.42304, -0.56755], [-0.86956, 1.40945, 2.19271], [-0.12368, 1.08895, -1.62413], [-0.12551, 2.67971, 2.52608], [-1.82378, 1.52211, 1.63536], [-0.44099, 3.91715, 1.66849], [-0.41188, 2.90615, 3.57754], [0.96824, 2.50219, 2.51572], [0.10114, 3.79734, 0.23559], [-1.52760, 4.08445, 1.64436], [0.00621, 4.79837, 2.13860], [-0.75462, 2.81002, -0.60790], [0.10317, 4.78612, -0.24792], [1.13734, 3.45961, 0.28747], [-1.79900, 2.77595, -0.22936], [-0.78155, 3.20991, -1.63782], [2.20405, -0.84935, 1.59906]], "forces_ev_per_a": [[0.77, -1.02, -1.84], [-0.27, -0.23, 0.87], [-0.83, -0.41, -0.15], [-1.12, 0.24, 1.48], [0.39, 0.45, -0.20], [-0.28, 0.17, -0.14], [0.35, 0.06, 0.24], [0.06, 0.61, -0.60], [-0.20, 0.03, -0.05], [0.01, -0.29, -0.09], [0.20, 0.02, 0.22], [-0.02, 0.22, -0.08], [0.22, -0.06, -0.27], [0.04, -0.08, 0.05], [0.04, 0.14, -0.03], [0.01, -0.07, 0.01], [0.05, -0.13, 0.04], [0.03, 0.08, 0.04], [0.04, -0.07, 0.04], [-0.22, -0.09, -0.38], [-0.09, 0.08, 0.01], [0.02, 0.00, 0.00], [-0.05, 0.18, -0.05], [-0.26, -0.14, 0.01], [-0.37, -0.30, 0.29], [0.15, -0.43, 0.26], [-0.21, -0.03, -0.11], [-0.05, -0.06, -0.11], [0.21, 0.00, 0.11], [-0.19, -0.08, 0.24], [-0.14, 0.04, -0.13], [0.04, -0.05, 0.11], [-0.06, 0.01, -0.07], [0.04, 0.27, 0.01], [0.04, 0.01, -0.01], [-0.05, -0.01, -0.05], [0.17, -0.25, 0.20], [0.14, -0.01, -0.06], [-0.09, -0.02, -0.09], [0.15, 0.16, 0.17], [0.17, -0.54, -0.49], [0.09, -0.07, -0.07], [-0.10, -0.07, -0.37], [-0.08, -0.03, 0.16], [0.11, 0.06, 0.17], [0.19, -0.17, -0.09], [-0.09, -0.11, -0.02], [0.05, 0.00, 0.09], [-0.02, -0.03, -0.09], [-0.02, 0.02, 0.06], [-0.04, 0.00, 0.03], [-0.07, 0.00, -0.06], [0.21, 0.16, -0.25], [0.02, 0.10, 0.07], [-0.03, 0.02, -0.08], [0.13, 0.06, 0.19], [-0.02, 0.21, -0.11], [0.59, -0.36, -1.89], [-0.49, 0.64, 1.43], [-0.06, 0.19, 0.42], [-0.20, 0.31, 0.37], [0.39, -0.14, 0.61], [0.40, -0.27, -0.11], [0.37, 0.13, -0.34], [-0.36, 0.05, 0.06], [-0.95, 0.05, 0.31], [0.15, -0.02, -0.02], [0.00, -0.01, 0.13], [-0.06, 1.05, -0.27], [-0.05, -0.15, 0.10], [0.06, -0.10, -0.14], [0.26, 0.55, -0.10], [-0.21, -0.08, 0.21], [0.95, -0.35, 0.18]]}

=====

2.
{"formula": "C5H8BrN", "method": "ωB97M-V/def2-TZVPD", "lumo_ev": 0.43, "orbital_gap_ev": 9.76, "smiles": "[H]/N=C(Br)/C(C)=C/C", "multiplicity": 1, "homo_energy_ha": -0.343, "total_charge": 0, "species": ["C", "C", "C", "C", "C", "N", "Br", "H", "H", "H", "H", "H", "H", "H", "H"], "coordinates": [[0.72233, 0.73158, 0.04671], [-0.39750, 0.01094, 0.01886], [-1.62753, 0.85229, 0.06318], [2.07717, 0.03900, 0.10066], [-0.36683, -1.54017, -0.22552], [-1.57604, 2.07918, 0.07111], [-3.27696, -0.43282, -0.01725], [0.71480, 1.75740, 0.38582], [2.39215, -0.71198, -0.65305], [1.90219, -0.57504, 1.14193], [2.86022, 0.77029, 0.24789], [-0.75938, -2.33037, 0.47034], [-0.96526, -1.65245, -1.15007], [0.64782, -1.72472, -0.45243], [-2.34716, 2.72689, -0.04819]], "forces_ev_per_a": [[1.34, -1.42, 0.53], [-0.57, -0.91, 0.17], [-0.20, -1.57, -0.19], [-0.82, -1.31, 2.72], [-1.62, 1.36, -0.67], [-0.71, 0.65, -0.21], [0.53, 1.29, 0.09], [-0.17, 0.17, -0.64], [-0.55, 0.70, 0.25], [1.18, 1.25, -2.35], [0.26, -0.04, 0.04], [0.29, 1.45, -0.07], [0.41, -0.33, 0.31], [0.88, -0.69, -0.26], [-0.24, -0.60, 0.28]]}

=====

Number 1: E -152132.37728 eV. Number 2: E -76845.45062 eV.